(1)
Molecular formula: C27H34Br2Cl3N2O5Sn
Method: DFT, ωB97M-V with the def2-TZVPD basis set

Summary:
Kohn-Sham gap (eV): 6.3235
Relative energy (zero: lowest compared OMol25 entry of this formula, charge and spin) (kJ/mol): 187.6
Highest occupied orbital energy (Ha): -0.161
Net charge: -1

XYZ file:
```
74
C27H34Br2Cl3N2O5Sn | the OMol25 dataset | ωB97M-V with the def2-TZVPD basis set
Sn -0.36867 -0.60919 0.70497
C 2.81573 -0.29678 -0.99243
C 2.98480 -0.08836 0.47939
C 4.27361 0.16066 1.01310
C 4.44736 0.31223 2.35574
C 3.32725 0.24341 3.21247
C 3.36041 0.37250 4.62058
Br 5.01627 0.56616 5.53622
C 2.20393 0.34002 5.34591
C 0.97202 0.17180 4.69718
Br -0.61100 0.17802 5.73196
C 0.86258 0.01314 3.32652
O -0.26675 -0.12455 2.71252
C 2.08423 0.04296 2.59189
N 1.93808 -0.13899 1.26116
H 3.78349 -0.44026 -1.46839
H 2.30825 0.56289 -1.43019
H 2.17183 -1.15163 -1.19609
H 5.11551 0.21725 0.33646
H 5.42996 0.48246 2.77458
H 2.22687 0.44805 6.42035
Cl 0.11240 3.31824 3.35802
C -1.53666 3.10670 4.00470
Cl -2.47465 1.92880 3.10528
H -2.03138 4.07131 3.94420
H -1.43924 2.76454 5.03014
C 0.51558 -5.06214 0.93867
C -0.21326 -3.82472 0.40276
C -0.14238 -3.79598 -1.11638
C 0.40683 -2.58134 1.03174
H 0.07743 -5.97660 0.53374
H 0.46024 -5.11373 2.02674
H 1.57091 -5.03920 0.65321
H -1.25732 -3.88470 0.70365
H 0.88183 -3.60532 -1.45359
H -0.79175 -3.02578 -1.51941
H -0.46309 -4.75058 -1.53735
H 1.43951 -2.45028 0.70254
H 0.35957 -2.62166 2.12119
C -0.76280 4.46164 -0.52388
C -1.54383 3.14599 -0.48490
C -3.02378 3.42116 -0.20721
C -1.39597 2.37053 -1.77324
C -1.85281 2.98216 -2.93267
C -1.78171 2.36675 -4.16933
C -1.25396 1.09131 -4.23643
C -0.79779 0.43759 -3.10147
C -0.21728 -0.94843 -3.26115
C -1.23309 -1.92004 -3.86455
C 1.06874 -0.93002 -4.09032
C -0.81226 1.07876 -1.83722
N -0.05915 0.50666 -0.82099
H -0.80086 4.95552 0.44876
H -1.17717 5.14696 -1.26614
H 0.28466 4.28579 -0.77274
H -1.12304 2.53926 0.32064
H -3.47970 3.93161 -1.05809
H -3.14170 4.05537 0.67170
H -3.56755 2.49522 -0.03073
H -2.27535 3.97864 -2.86755
H -2.13972 2.86830 -5.05959
H -1.18647 0.59415 -5.19744
H 0.02957 -1.29671 -2.26018
H -1.52366 -1.61555 -4.87168
H -2.13077 -1.96459 -3.24868
H -0.81072 -2.92591 -3.92581
H 0.85819 -0.66401 -5.12855
H 1.54721 -1.91308 -4.08597
H 1.77897 -0.20190 -3.69577
O -4.84238 -1.63515 0.37528
Cl -3.43476 -1.42152 0.46541
O -2.82240 -2.31898 1.42933
O -2.79026 -1.61182 -0.81770
O -3.13681 -0.06503 0.91515
```



(2)
Molecular formula: C27H34Br2F8NO25P2
Method: DFT, ωB97M-V with the def2-TZVPD basis set

Summary:
Kohn-Sham gap (eV): 9.3100
Highest occupied orbital energy (Ha): -0.482
Net charge: +1

XYZ file:
```
99
C27H34Br2F8NO25P2 | the OMol25 dataset | ωB97M-V with the def2-TZVPD basis set
C -0.25405 -3.17840 4.80829
C -0.57217 -3.77831 3.43324
Br -2.04251 -5.06814 3.57420
C 0.58472 -4.54911 2.76376
P 2.14400 -3.63828 2.80725
O 1.89482 -2.08738 2.70177
Br 3.32842 -4.34113 1.16199
P 3.37623 -3.96871 4.62989
N 3.82899 -2.63365 5.28577
H 0.00211 -2.11725 4.71458
H -1.12764 -3.23217 5.46379
H 0.54684 -3.71791 5.32429
H -0.95205 -3.01098 2.75607
H 0.74028 -5.51951 3.25175
H 0.34713 -4.74501 1.71019
H 1.71935 -1.77689 1.76429
H 2.57427 -4.83334 5.40203
H 4.40081 -4.80549 4.15147
H 3.47960 -1.81171 4.79803
C 1.74759 -4.45636 -3.37045
C 2.81411 -3.62595 -4.05761
O 2.78366 -2.42160 -3.30083
C 2.33221 -2.70738 -2.06179
O 2.40276 -1.97352 -1.12937
O 1.79145 -3.94958 -2.02566
F 2.51115 -3.35570 -5.33930
H 0.76722 -4.25002 -3.80113
H 1.94052 -5.52456 -3.37889
H 3.82198 -4.04208 -4.01067
C 1.30586 0.85916 -2.94055
C 1.80458 1.31298 -4.29588
O 0.68845 1.02917 -5.12976
C -0.42919 1.07056 -4.37422
O -1.53442 1.09543 -4.80818
O -0.11072 1.07387 -3.05659
F 2.86599 0.59001 -4.72268
H 1.49528 -0.20131 -2.78883
H 1.71395 1.42832 -2.11097
H 2.04176 2.37390 -4.36126
C -5.70919 1.92461 -3.40804
C -4.33859 2.55999 -3.27254
O -4.15002 2.55327 -1.86736
C -4.88481 1.53783 -1.34070
O -4.74351 1.11381 -0.24134
O -5.75936 1.07684 -2.25109
F -4.30929 3.84054 -3.71427
H -6.49235 2.68052 -3.33570
H -5.83789 1.33842 -4.31206
H -3.52781 1.99757 -3.74133
C -4.67426 -7.11746 1.41940
C -3.89566 -6.64917 0.20736
O -4.82045 -6.82540 -0.83740
C -6.08119 -6.74259 -0.30872
O -7.06889 -6.61618 -0.93789
O -6.01428 -6.81014 1.04607
F -2.79169 -7.40586 -0.02648
H -4.56624 -8.19495 1.55506
H -4.39838 -6.59459 2.33013
H -3.59116 -5.60046 0.24376
C -1.92285 1.07528 2.06171
C -0.72277 1.47748 2.89623
O 0.20076 0.42085 2.61398
C -0.11097 -0.08274 1.40576
O 0.60687 -0.82494 0.79091
O -1.30134 0.33970 0.98741
F -0.98488 1.48161 4.21877
H -2.57568 0.40196 2.61800
H -2.49999 1.90422 1.66875
H -0.26006 2.42229 2.61529
C -1.45250 4.01777 -1.47522
C -0.57068 4.65931 -0.42865
O 0.72107 4.20611 -0.81447
C 0.69591 3.96298 -2.14961
O 1.65721 3.77050 -2.82082
O -0.57197 3.95749 -2.60363
F -0.84000 4.19042 0.82162
H -1.73727 3.00237 -1.19605
H -2.34121 4.59365 -1.71401
H -0.58836 5.74741 -0.41379
C 5.91032 0.00245 4.94951
C 5.47248 -0.11339 3.50755
O 6.15567 0.94354 2.88834
C 7.28872 1.20220 3.62194
O 8.18906 1.86439 3.25114
O 7.21535 0.56235 4.81544
F 4.12531 0.05688 3.35657
H 5.27037 0.69579 5.49881
H 5.94834 -0.95255 5.46516
H 5.74885 -1.05443 3.02521
C -1.32085 8.71263 -3.26750
C 0.04809 9.35147 -3.13303
O 0.25021 9.33598 -1.72774
C -0.47776 8.32428 -1.20645
O -0.35651 7.88792 -0.10909
O -1.35732 7.85183 -2.12157
F 0.07010 10.62565 -3.57368
H -2.10469 9.46577 -3.17960
H -1.45440 8.13653 -4.17781
H 0.85903 8.79841 -3.61025
```



(3)
Molecular formula: C27H34N3O3
Method: DFT, ωB97M-V with the def2-TZVPD basis set

Summary:
Structure (SMILES): COc1cccc(OC)c1-n1cc[n+](C)c1/C([O-])=C/[C@H](c1ccccc1)[N+]1(C)CCCCC1
Kohn-Sham gap (eV): 7.2503
Highest occupied orbital energy (Ha): -0.364
Net charge: +1

XYZ file:
```
67
C27H34N3O3 | the OMol25 dataset | ωB97M-V with the def2-TZVPD basis set
C 3.57192 2.84416 0.83873
O 2.13882 2.73268 0.76370
C 1.39354 3.02999 1.85474
C 1.85500 3.11284 3.18405
C 0.93279 3.39878 4.19995
C -0.42166 3.58972 3.92829
C -0.87436 3.50288 2.59721
O -2.15920 3.54374 2.17121
C -3.23121 3.55006 3.13836
C 0.04306 3.23965 1.58500
N -0.45808 3.10643 0.24188
C -0.97827 4.14676 -0.49632
C -1.11084 3.72302 -1.76727
N -0.70520 2.40013 -1.80532
C -0.66189 1.59643 -3.02606
C -0.31396 2.01786 -0.56844
C 0.01087 0.70450 -0.00126
O -0.25920 0.53312 1.19134
C 0.61987 -0.21560 -0.94758
C 0.59079 -1.61562 -0.89849
C 1.12010 -2.36857 -2.10189
C 1.54291 -3.72206 -2.08927
C 1.91932 -4.38175 -3.25185
C 2.08157 -3.64543 -4.45169
C 1.78411 -2.24894 -4.46027
C 1.25978 -1.63153 -3.31480
N -0.98690 -2.37180 -0.41403
C -1.75558 -2.12853 -1.66343
C -1.77154 -1.79621 0.73656
C -0.93864 -1.91939 2.00079
C -0.49220 -3.33457 2.24884
C 0.09126 -4.03083 1.03983
C -0.77209 -3.86346 -0.21033
H 3.91587 2.68668 -0.18323
H 3.89567 3.83493 1.19291
H 3.98313 2.06930 1.49844
H 2.90986 2.94831 3.40681
H 1.28712 3.47879 5.23063
H -1.14028 3.78115 4.73121
H -4.13497 3.53777 2.52548
H -3.19013 2.65690 3.77943
H -3.19264 4.46116 3.75293
H -1.20944 5.08272 -0.03804
H -1.47717 4.21155 -2.64538
H -1.31674 2.08713 -3.75488
H 0.36543 1.56104 -3.43067
H -1.00920 0.56611 -2.84433
H 1.29222 0.31889 -1.63076
H 0.72831 -2.10649 0.11742
H 1.64402 -4.26856 -1.13740
H 2.27480 -5.44717 -3.19022
H 2.42472 -4.13050 -5.37329
H 2.09065 -1.59553 -5.30911
H 1.00257 -0.54703 -3.36065
H -1.23975 -2.62424 -2.50540
H -2.77904 -2.54543 -1.55813
H -1.81357 -1.02670 -1.81364
H -1.99746 -0.75099 0.47004
H -2.70381 -2.40179 0.78049
H -0.12216 -1.19355 1.95447
H -1.60214 -1.56460 2.79217
H 0.24066 -3.34507 3.04961
H -1.37740 -3.90078 2.53216
H 1.11793 -3.70173 0.84173
H 0.13508 -5.11415 1.17569
H -1.77806 -4.32968 -0.16378
H -0.28900 -4.18693 -1.14489
```



(4)
Molecular formula: C27H34N5RuS5
Method: DFT, ωB97M-V with the def2-TZVPD basis set

Summary:
2S+1: 6
Kohn-Sham gap (alpha / beta) (eV): 6.2159 / 5.4384
Relative energy (zero: lowest compared OMol25 entry of this formula, charge and spin) (kJ/mol): 104.3
Highest occupied orbital energy (alpha / beta) (Ha): -0.394 / -0.458
Net charge: +2

XYZ file:
```
72
C27H34N5RuS5 | the OMol25 dataset | ωB97M-V with the def2-TZVPD basis set
Ru 10.62162 10.29508 12.63110
S 8.82257 11.41180 11.28365
C 9.06580 13.07616 11.78013
C 9.06721 14.21519 10.93291
C 9.41321 15.44522 11.44546
C 9.74128 15.62088 12.80745
C 9.69298 14.53337 13.66343
C 9.49424 13.25252 13.13553
S 9.67722 11.74349 14.04516
C 11.18405 12.36223 14.96246
C 12.19428 11.30060 15.03981
C 13.11973 11.26998 16.11588
C 14.23983 10.46093 16.00581
C 14.22352 9.46159 14.99481
C 13.28980 9.56078 13.91286
C 13.37916 8.72943 12.69534
S 11.68391 8.21963 12.18288
C 11.65456 8.41273 10.43950
C 11.31488 7.35857 9.56968
C 11.44120 7.50858 8.19660
C 11.64823 8.80182 7.67559
C 11.75718 9.87406 8.57310
C 11.83853 9.70030 9.94934
S 11.86012 11.06605 10.99948
N 12.27327 10.44512 13.95482
H 8.82726 14.16089 9.88734
H 9.37463 16.23297 10.71341
H 9.94904 16.59426 13.23777
H 9.94151 14.68099 14.72830
H 10.82255 12.71939 15.95339
H 11.60126 13.28155 14.53954
H 12.92535 11.93170 16.96484
H 15.07658 10.48820 16.67967
H 14.92550 8.67156 15.08733
H 13.98728 7.83697 12.87211
H 13.81026 9.31288 11.80796
H 11.01125 6.40011 9.94489
H 11.31926 6.64560 7.54082
H 11.61540 8.98357 6.61494
H 11.75019 10.88427 8.26084
S 8.68553 8.33809 14.28553
C 8.13864 8.66634 15.84810
N 7.45013 9.79659 16.14789
C 6.73714 10.04703 17.40005
C 7.36122 9.18469 18.52316
C 7.57832 7.76858 18.02378
N 8.33473 7.77797 16.79860
H 7.65557 10.57333 15.48264
H 5.65685 9.80060 17.31206
H 6.71096 11.13693 17.63488
H 6.70097 9.20432 19.37265
H 8.26987 9.64098 18.83504
H 6.62959 7.24608 17.92522
H 8.13466 7.18645 18.71239
H 8.98017 7.04339 16.52758
N 5.07695 6.63903 12.25772
C 4.90739 8.19204 12.31221
C 6.09042 8.72893 11.47630
N 6.35796 7.99519 10.23928
C 6.13793 6.55871 10.02942
C 4.90542 6.09452 10.85213
H 4.42659 6.24889 12.94513
H 6.07510 6.44122 12.57250
H 5.00172 8.50390 13.35950
H 3.94823 8.52540 11.85641
H 7.03032 8.71737 12.12432
H 5.98140 9.80096 11.28286
H 6.40847 8.48597 9.36398
H 6.99047 5.97041 10.40684
H 5.94837 6.38838 8.94635
H 4.90920 5.02512 10.89039
H 4.02193 6.56634 10.46639
```



(5)
Molecular formula: C27H35BF4N4P2Zn
Method: DFT, ωB97M-V with the def2-TZVPD basis set

Summary:
Kohn-Sham gap (eV): 7.9664
Relative energy (zero: lowest compared OMol25 entry of this formula, charge and spin) (kJ/mol): 0.0
Highest occupied orbital energy (Ha): -0.313

XYZ file:
```
74
C27H35BF4N4P2Zn | the OMol25 dataset | ωB97M-V with the def2-TZVPD basis set
Zn 0.10656 -0.15886 5.68452
C -1.23558 1.76504 4.99917
C -1.52616 0.77467 4.10395
C -0.99654 0.71275 2.68828
C 0.27874 -0.13758 2.51287
C 1.28369 -0.00137 3.62029
C 1.59252 1.16019 4.26936
C 1.01202 2.50724 3.96743
C -0.26400 2.88653 4.76297
C 1.49710 -1.33863 6.42605
H -1.87573 1.91147 5.87791
H -2.40689 0.13932 4.27422
H -0.82968 1.71317 2.26117
H -1.78467 0.25857 2.06256
H -0.02519 -1.19477 2.45401
H 0.74418 0.09783 1.53999
H 1.90016 -0.89193 3.79492
H 2.41101 1.16380 5.00558
H 0.81580 2.61786 2.89290
H 1.77956 3.25274 4.23228
H 0.03536 3.28953 5.74404
H -0.75075 3.73245 4.24560
H 1.49598 -1.27693 7.52299
H 2.48665 -1.03466 6.06228
H 1.21828 -2.35901 6.13696
P 1.27215 -1.19482 -3.06395
P -1.67363 -0.62062 -2.65671
N 2.74651 -0.23546 -2.93215
N 1.96145 -2.48748 -4.09354
N -1.89999 1.12976 -2.42497
N -3.36631 -0.99111 -3.01163
C 0.44577 -0.20594 -4.39895
C -1.05405 -0.55436 -4.40398
C 3.03230 0.41602 -1.72337
C 4.03722 1.35024 -1.93959
C 4.38315 1.27314 -3.33059
C 3.57984 0.31028 -3.91158
C 2.17052 -3.77327 -3.58142
C 2.66789 -4.59911 -4.58515
C 2.74132 -3.80141 -5.77673
C 2.29406 -2.52665 -5.44919
C -1.78042 1.70397 -1.15443
C -1.95823 3.08300 -1.24960
C -2.15688 3.37522 -2.63853
C -2.09945 2.17379 -3.33009
C -4.32611 -0.32915 -3.78573
C -5.37229 -1.19736 -4.04222
C -5.05407 -2.45751 -3.42966
C -3.82154 -2.30310 -2.80984
H 0.88701 -0.38091 -5.38784
H 0.61063 0.85379 -4.14291
H -1.62473 0.14037 -5.03417
H -1.22097 -1.57445 -4.79308
H 2.48113 0.14513 -0.83801
H 4.45236 2.00918 -1.20660
H 5.13276 1.88332 -3.82765
H 3.53205 -0.04064 -4.93446
H 1.93619 -3.97455 -2.54622
H 2.95358 -5.62356 -4.48428
H 3.09413 -4.12630 -6.74484
H 2.17065 -1.66037 -6.07605
H -1.58300 1.07157 -0.30379
H -1.96084 3.77937 -0.43914
H -2.33771 4.35445 -3.06438
H -2.17197 1.98181 -4.38874
H -4.19065 0.70342 -4.07395
H -6.26904 -0.98498 -4.61498
H -5.63822 -3.35291 -3.45321
H -3.21152 -2.99018 -2.24898
F -0.46558 0.38474 7.47502
B -0.11826 0.10195 9.20523
F 1.18573 0.48716 9.41169
F -1.08484 0.92884 9.67164
F -0.29056 -1.24376 9.42099
```



(6)
Molecular formula: C27H35BN4O10
Method: DFT, ωB97M-V with the def2-TZVPD basis set

Summary:
Kohn-Sham gap (eV): 9.3575
Relative energy (zero: lowest compared OMol25 entry of this formula, charge and spin) (kJ/mol): 239.5
Highest occupied orbital energy (Ha): -0.348

XYZ file:
```
77
C27H35BN4O10 | the OMol25 dataset | ωB97M-V with the def2-TZVPD basis set
N -0.24142 0.36755 0.40204
H 0.56436 0.93161 0.63147
H 0.08996 -0.05593 -0.45292
H -1.03491 0.96063 0.20521
H -0.40117 -0.25993 1.17718
O 2.93775 3.24567 -2.77682
C 3.01769 2.05320 -2.58248
O 3.43933 1.12963 -3.41859
B 3.52094 -0.10429 -2.62322
O 2.77518 0.12158 -1.38296
C 2.49998 1.33246 -1.33218
O 1.90210 1.86661 -0.34976
O 2.99730 -1.18256 -3.43669
C 3.93108 -2.10601 -3.69917
O 3.74772 -3.11877 -4.39482
C 5.21190 -1.69007 -3.06544
O 4.97688 -0.45451 -2.54726
O 6.26328 -2.30051 -3.13364
C -2.02242 -3.91457 -0.21336
C -3.20031 -3.34471 -1.09305
C -3.19502 -1.88904 -0.72978
O -2.26889 -1.77333 0.37240
C -2.07920 -3.03269 0.98126
H -1.02654 -3.88696 -0.65560
H -2.16393 -4.96566 0.03817
H -4.11505 -3.86866 -0.81588
H -2.95817 -3.56802 -2.13208
H -4.19131 -1.52641 -0.47677
H -2.89800 -1.33121 -1.61787
H -2.85566 -3.24306 1.71676
H -1.19592 -3.01365 1.61967
C 4.36094 -0.70568 1.68428
C 4.10095 0.52007 2.51153
C 2.59619 0.60364 2.60844
O 2.09158 -0.56545 1.91031
C 3.19448 -1.52891 1.93897
H 5.28708 -1.19728 1.98211
H 4.41560 -0.44472 0.62739
H 4.54502 1.43102 2.11019
H 4.69398 0.35638 3.41132
H 2.23798 1.58420 2.29493
H 2.16297 0.61048 3.60863
H 2.98395 -2.29983 1.19771
H 3.22267 -2.06693 2.88651
N -0.85971 1.03977 3.41000
C -0.32236 0.56732 4.54039
C -0.59030 1.19456 5.70227
C -1.64822 2.00939 5.82457
C -2.42482 2.32011 4.68551
C -1.94891 1.87093 3.41934
H 0.43641 -0.18504 4.38349
H -0.12545 0.72912 6.55882
H -2.00958 2.48977 6.72182
H -3.20122 3.06948 4.73097
H -2.32679 2.36500 2.53644
N -2.06861 2.13451 -0.33457
C -3.39896 1.96895 -0.02104
C -4.38830 2.96089 -0.10435
C -4.03297 4.18071 -0.61167
C -2.71356 4.39001 -1.04444
C -1.80275 3.32450 -0.89171
H -3.70949 1.05679 0.46674
H -5.35698 2.82530 0.35355
H -4.77903 4.95700 -0.52704
H -2.35147 5.36084 -1.34906
H -0.80057 3.66520 -1.10609
N -0.53025 -0.61275 -2.09784
C -1.00031 0.17872 -3.07433
C -1.16182 -0.15151 -4.41939
C -0.82569 -1.45438 -4.81888
C -0.36006 -2.31115 -3.82552
C -0.22523 -1.84875 -2.48789
H -1.18603 1.19280 -2.75255
H -1.48133 0.56944 -5.15733
H -0.99637 -1.81001 -5.82426
H -0.05902 -3.30647 -4.11727
H 0.32886 -2.41618 -1.75480
```